Record 1
# C14H16MnN2O6S4

A structure of composition C14H16MnN2O6S4 (the ωB97M-V functional and the def2-TZVPD basis, OMol25).

```
43
Properties=species:S:1:pos:R:3:forces:R:3:mulliken_charge:R:1
Mn 0.373787 -0.288566 -0.041694 0.0 0.0 0.0 0.532
O 1.458695 1.276997 -0.742008 0.0 0.0 0.0 -0.587
S 0.771202 2.250356 0.157179 0.0 0.0 0.0 1.703
O 1.617690 3.188448 0.813464 0.0 0.0 0.0 -0.668
O -0.022360 1.352550 1.056802 0.0 0.0 0.0 -0.544
C -0.395681 3.172964 -0.814850 0.0 0.0 0.0 0.205
C -0.062028 4.505486 -1.015891 0.0 0.0 0.0 -0.632
C -0.880473 5.325268 -1.777230 0.0 0.0 0.0 -0.594
C -2.034049 4.810929 -2.338595 0.0 0.0 0.0 -0.588
C -2.370765 3.479396 -2.142160 0.0 0.0 0.0 -0.690
C -1.564697 2.646944 -1.379830 0.0 0.0 0.0 -0.168
S -2.180849 0.970117 -1.192309 0.0 0.0 0.0 1.573
O -3.073210 0.754775 -2.291564 0.0 0.0 0.0 -0.748
O -0.942742 0.117163 -1.372303 0.0 0.0 0.0 -0.540
O -2.722879 0.856117 0.136060 0.0 0.0 0.0 -0.666
H 0.840558 4.889313 -0.563453 0.0 0.0 0.0 0.515
H -0.610109 6.361814 -1.927253 0.0 0.0 0.0 0.395
H -2.678761 5.441345 -2.936652 0.0 0.0 0.0 0.391
H -3.262103 3.061494 -2.587352 0.0 0.0 0.0 0.505
C 4.069525 -2.743319 1.328974 0.0 0.0 0.0 -1.490
C 2.898498 -2.122869 0.621561 0.0 0.0 0.0 0.789
S 2.026652 -0.938130 1.457586 0.0 0.0 0.0 -0.389
C 2.560504 -2.522272 -0.668989 0.0 0.0 0.0 0.680
C 3.380011 -3.559093 -1.386021 0.0 0.0 0.0 -1.479
S 1.248586 -1.853605 -1.484534 0.0 0.0 0.0 -0.250
H 4.252068 -2.253075 2.281756 0.0 0.0 0.0 0.432
H 4.972750 -2.674140 0.719908 0.0 0.0 0.0 0.331
H 3.882903 -3.803933 1.516131 0.0 0.0 0.0 0.330
H 4.391013 -3.188824 -1.571886 0.0 0.0 0.0 0.338
H 2.929080 -3.813670 -2.341877 0.0 0.0 0.0 0.415
H 3.469727 -4.468189 -0.788039 0.0 0.0 0.0 0.322
C -1.401967 -0.280647 2.963009 0.0 0.0 0.0 -1.278
C -1.606484 -1.339197 1.944094 0.0 0.0 0.0 0.663
N -0.937616 -1.535852 0.820140 0.0 0.0 0.0 0.580
C -1.526630 -2.606366 0.173876 0.0 0.0 0.0 -0.544
C -2.555701 -3.064059 0.920516 0.0 0.0 0.0 -0.685
N -2.582588 -2.259181 2.038959 0.0 0.0 0.0 -0.088
H -1.842761 0.650405 2.608178 0.0 0.0 0.0 0.232
H -0.342092 -0.105967 3.131578 0.0 0.0 0.0 0.216
H -1.867936 -0.572703 3.903480 0.0 0.0 0.0 0.472
H -1.177684 -2.948143 -0.783245 0.0 0.0 0.0 0.419
H -3.256143 -3.862631 0.761635 0.0 0.0 0.0 0.412
H -3.244932 -2.307452 2.792833 0.0 0.0 0.0 0.179
```
Positions in Å, forces in eV/Å.

Properties
Multiplicity: 4
Energy above the lowest of the compared OMol25 structures with the same formula, charge and spin (kcal per mole): 0.0
HOMO level (alpha / beta) (eV): -7.8 / -9.1
Total charge: 0
E_tot (eV): -104705.7037
Strongest force on any atom (Eh/bohr): 0.00119
HOMO-LUMO gap (alpha / beta) (eV): 7.5 / 7.3

***

Record 2
# C14H16N2O3S

A structure of composition C14H16N2O3S at a distorted geometry (the ωB97M-V functional and the def2-TZVPD basis, OMol25).

```
36
Properties=species:S:1:pos:R:3:forces:R:3:mulliken_charge:R:1
C 6.307789 0.611429 0.491902 3.1 2.6 -4.9 -0.728
H 6.439757 0.052035 1.349918 -0.5 -0.8 2.3 0.334
O 5.198426 1.388993 0.219077 -5.3 -2.7 0.8 -0.317
C 3.941967 0.544981 0.180688 0.9 2.5 -1.1 0.316
C 2.739854 1.134743 -0.095936 -2.0 4.4 2.0 -0.727
C 1.403275 0.623095 0.063512 5.6 -3.8 0.5 1.341
C 1.305613 -0.821359 0.268228 1.0 4.7 -3.8 0.325
C 2.544670 -1.401118 0.117425 -1.4 5.1 0.4 -1.570
C 3.751920 -0.782997 0.208435 5.4 -3.4 1.3 -0.332
H 4.725908 -1.462789 0.413739 -2.4 1.3 -0.6 0.117
H 2.437550 -2.298143 0.328602 0.2 -9.0 1.1 0.847
O 0.091518 -1.282729 -0.032025 0.7 -2.8 2.2 -0.462
C -0.208692 -1.911721 -1.342869 -2.6 7.5 3.0 -0.878
H -1.182783 -2.113482 -1.072540 -2.0 -2.2 -0.4 0.230
H 0.457258 -2.448365 -1.827437 3.1 -3.0 -1.8 0.475
H -0.403390 -0.878336 -1.742993 0.5 -1.3 -1.6 0.344
C 0.339144 1.415028 -0.065788 -5.5 7.3 -0.6 -0.021
C -1.024435 1.206085 0.143858 4.3 4.1 -2.2 -0.561
C -1.899635 2.404080 -0.158787 -3.4 -10.3 2.6 0.271
O -1.809167 3.521935 -0.163856 1.7 7.3 -0.9 -0.455
N -3.384704 1.896744 -0.093430 -0.5 4.8 -0.2 -0.290
C -4.024334 0.770562 0.280366 4.3 -2.4 -2.1 0.501
N -3.346556 -0.332529 0.161859 -1.9 -1.3 1.8 -0.301
C -4.258133 -1.524998 0.450749 4.1 -0.2 -8.3 -0.898
H -4.065282 -2.069132 -0.824724 -0.2 0.5 3.9 0.197
H -3.785978 -2.093874 1.160822 0.6 -1.7 1.7 0.451
C -5.668314 -1.324963 0.405905 0.3 5.1 1.2 -0.526
H -6.078211 -1.283677 1.325365 -1.7 -1.2 3.2 0.309
H -6.371273 -1.555582 -0.296729 -1.0 -1.2 -2.2 0.406
S -5.659203 0.635132 0.402706 -3.9 0.2 0.2 -0.260
H -3.974943 2.790312 -0.110313 1.1 -1.9 0.1 0.217
H -1.353435 0.248191 0.205681 -1.6 -2.0 0.6 0.887
H 0.559009 2.648141 -0.351096 -0.3 -3.7 0.8 0.027
H 2.775131 2.258298 -0.033697 -0.1 -1.0 -0.7 0.228
H 6.409290 -0.145639 -0.417957 0.5 1.5 1.7 0.289
H 7.070387 1.581663 0.451333 -0.9 -3.3 0.1 0.212
```
Positions in Å, forces in eV/Å.

Properties
Energy above the lowest of the compared OMol25 structures with the same formula, charge and spin (kcal per mole): 290.5
HOMO level (eV): -8.1
Total charge: 0
E_tot (eV): -34724.8030
Strongest force on any atom (Eh/bohr): 0.21688
HOMO-LUMO gap (eV): 7.7

***

Record 3
# C14H16N2O4S

An isolated molecule of C14H16N2O4S at a distorted geometry (the ωB97M-V functional and the def2-TZVPD basis, OMol25).

```
37
Properties=species:S:1:pos:R:3:forces:R:3:mulliken_charge:R:1
C -7.131264 -1.589643 0.034273 0.1 0.2 0.0 -1.283
C -6.257099 -0.391627 0.379844 -0.2 -0.4 -0.1 -0.437
C -4.805828 -0.636546 -0.003299 -0.3 0.4 0.3 0.564
O -4.408210 -1.653974 -0.514005 0.1 -0.3 -0.1 -0.630
N -4.007088 0.437484 0.306097 0.0 0.4 0.2 -0.113
C -2.639606 0.603260 0.100707 0.4 -0.1 -0.1 0.776
C -2.054705 1.790686 0.552271 0.1 -0.1 -0.1 -0.874
C -0.704262 2.013392 0.376241 -0.2 0.1 0.0 -0.685
C 0.062900 1.053913 -0.256333 0.7 -0.1 -0.1 -0.200
S 1.811257 1.338801 -0.437330 0.1 0.1 0.4 1.408
O 2.066968 2.732281 -0.648942 -0.1 0.1 0.2 -0.774
O 2.352501 0.392230 -1.370361 -0.3 -0.1 0.1 -0.624
N 2.315392 1.019771 1.140365 -0.3 0.5 -0.7 -0.347
C 2.352024 -0.384498 1.502580 0.3 -0.3 0.0 -0.701
C 3.360189 -1.171622 0.727133 -0.6 -0.9 -0.1 0.562
C 3.269196 -2.345788 0.042296 -0.1 0.6 0.5 -0.423
C 4.551781 -2.579710 -0.511531 0.4 0.3 0.1 -0.410
C 5.321084 -1.530019 -0.123753 0.2 -0.7 -0.5 -0.532
O 4.611625 -0.675068 0.633072 -0.1 0.5 0.3 -0.361
C -0.499513 -0.121970 -0.712820 0.1 0.1 0.0 -0.444
C -1.851157 -0.355665 -0.536110 -0.1 -0.1 0.0 -0.478
H -7.082389 -1.792844 -1.031965 0.0 -0.1 -0.1 0.317
H -6.780125 -2.473095 0.560420 0.0 -0.1 0.0 0.316
H -8.164798 -1.399562 0.311602 -0.1 0.0 0.0 0.383
H -6.609537 0.497637 -0.149389 0.0 0.1 0.1 0.334
H -6.304244 -0.186743 1.452695 0.0 0.1 0.0 0.335
H -4.462082 1.226109 0.746198 0.0 -0.2 -0.1 0.201
H -2.666943 2.536188 1.039824 0.0 0.1 0.1 0.313
H -0.230009 2.922210 0.708540 0.0 0.2 0.1 0.430
H 3.198658 1.482986 1.303971 0.1 0.2 -0.1 0.334
H 2.561781 -0.441950 2.577281 -0.1 0.0 -0.1 0.325
H 1.357374 -0.796165 1.317892 0.1 -0.2 0.1 0.294
H 2.400138 -2.962366 -0.059197 -0.3 -0.1 0.0 0.472
H 4.849697 -3.410107 -1.117712 0.1 -0.1 -0.1 0.413
H 6.346341 -1.280518 -0.311263 0.1 0.1 0.0 0.455
H 0.132295 -0.837306 -1.215393 0.0 -0.1 -0.1 0.541
H -2.303261 -1.268000 -0.886948 0.0 0.0 0.0 0.544
```
Positions in Å, forces in eV/Å.

Properties
Energy above the lowest of the compared OMol25 structures with the same formula, charge and spin (kcal per mole): 40.4
HOMO level (eV): -8.5
Total charge: 0
E_tot (eV): -36782.6379
SMILES: CCC(=O)Nc1ccc(S(=O)(=O)NCc2ccco2)cc1
Strongest force on any atom (Eh/bohr): 0.02119
HOMO-LUMO gap (eV): 8.9